Computed, not measured: 2 unconnected molecules or ions with the total composition ClH2NO3P at a distorted geometry, with ωB97M-V/def2-TZVPD.

Positions of all 8 atoms, in Å:
N -0.40345 -1.17159 -0.68403
O 1.03147 -0.72726 1.48384
O -1.43256 0.21354 1.34467
O 0.49213 1.41885 -0.77972
P -0.18984 -0.34257 0.76523
Cl 1.18209 2.39367 0.39922
H 0.53443 -0.97015 -1.23522
H -1.21427 -0.81449 -1.29398

Forces on the atoms, in the same order (eV/Å):
N 1.0 0.8 -2.2
O -0.2 0.0 -0.4
O 0.7 -0.5 -0.4
O -0.3 -1.2 1.5
P -0.6 1.4 -1.2
Cl 0.1 0.4 -0.2
H -2.6 -0.6 1.4
H 1.8 -0.4 1.6

HOMO level: -4.29 eV
ΔE to the lowest compared entry with this formula, charge and spin: 107.9 kJ/mol
Total charge: -1
Frontier orbital gap: 8.3981 eV
Lowest unoccupied orbital energy: 4.104 eV

***

Computed, not measured: a molecular structure, C26H41BrN6P2Tc at a distorted geometry, with ωB97M-V/def2-TZVPD.

Positions of all 77 atoms, in Å:
C -2.19625 0.14288 4.55979
C -2.30386 -0.69998 3.44087
C -3.52937 -1.23759 2.99149
C -4.54404 -1.13701 3.93396
N -4.35451 -0.51168 5.06876
C -3.28804 0.16952 5.39498
C -1.03536 -1.06744 3.00754
C 0.22585 -1.03912 2.94197
C 1.50892 -1.48707 2.52341
C 2.29582 -0.61491 1.46293
C 3.01585 -1.47870 0.55905
C 2.89671 -2.86602 0.71149
C 2.57364 -3.52431 1.89608
C 1.84505 -2.81376 2.87521
Tc 2.05199 0.12970 -0.72547
P -0.20395 1.36569 -0.04884
H -3.61797 -1.86547 2.09641
H -1.19565 0.46258 4.87850
H -5.46146 -1.69289 3.79440
H -3.15956 0.67201 6.34760
H 1.48552 -3.27033 3.85875
H 2.57270 0.51453 1.64477
H 2.92483 -4.56684 2.00042
H 3.40898 -0.98393 -0.41699
C -0.48902 2.76864 -1.32904
C -1.86022 3.45533 -1.48764
H -0.23517 2.26720 -2.28348
H 0.29459 3.54097 -1.18367
H -1.87299 4.21299 -2.29503
H -2.66538 2.76326 -1.76346
H -2.16975 4.01615 -0.59538
C -2.06337 0.77374 -0.00871
C -3.18848 1.48962 0.78525
H -1.90663 -0.24776 0.37427
H -2.37770 0.70460 -1.06508
H -4.16318 0.99011 0.59301
H -3.04563 1.42197 1.87575
H -3.35913 2.54122 0.48116
C -0.39374 2.20169 1.68706
C -1.10280 3.57656 1.82274
H 0.63036 2.26118 2.10215
H -0.93846 1.47026 2.31081
H -0.96890 4.01175 2.83560
H -0.72088 4.33308 1.11714
H -2.19664 3.51829 1.71950
Br 3.43836 -3.78260 -1.21377
P 0.26956 -1.25615 -2.18004
C -1.23804 -0.69885 -3.06966
C -1.41883 -0.76394 -4.59824
H -1.38470 0.34448 -2.75319
H -2.04539 -1.28900 -2.61129
H -2.30693 -0.17568 -4.87001
H -0.58685 -0.33107 -5.16569
H -1.60515 -1.77494 -4.98516
C 1.62552 -1.22627 -3.38823
C 2.01609 -2.44499 -4.22270
H 2.53270 -0.91887 -2.81777
H 1.41873 -0.39877 -4.08069
H 2.99113 -2.29154 -4.70842
H 2.11597 -3.37055 -3.65872
H 1.31802 -2.62648 -5.03828
C -0.29838 -2.89997 -1.62970
C -1.10055 -3.84513 -2.54926
H -0.94254 -2.65484 -0.76700
H 0.60451 -3.40407 -1.24733
H -1.21047 -4.82142 -2.05787
H -2.13079 -3.51152 -2.74242
H -0.62458 -4.03029 -3.51999
N 5.93248 2.48546 1.33816
N 4.68012 2.83077 0.90635
N 4.65071 3.38969 -0.34437
C 3.59750 2.80986 -0.92907
N 3.03148 1.83759 -0.14176
N 3.68195 1.87809 1.05362
H 5.85027 2.06007 2.26402
H 6.63322 3.23270 1.22326
H 3.38216 2.97754 -1.98480

Forces on the atoms, in the same order (eV/Å):
C -0.1 -1.2 -0.3
C -0.9 0.1 0.2
C 1.1 0.1 1.0
C -1.4 -1.0 -0.3
N 1.2 0.5 -1.4
C 0.1 0.9 1.8
C 5.9 0.4 -1.3
C -4.0 -0.3 0.2
C 0.4 1.5 -1.5
C -0.4 -1.9 1.2
C -1.5 0.4 0.8
C 1.9 -0.1 -3.4
C 0.8 -0.3 -0.3
C 0.3 0.5 -0.1
Tc -5.8 0.5 -0.4
P -3.1 2.9 0.3
H -0.1 0.3 0.5
H -0.8 0.3 0.0
H -0.4 0.1 0.0
H -0.6 0.0 0.2
H 0.4 0.6 -1.7
H -0.6 -2.3 0.3
H -0.7 0.5 0.1
H 1.7 -1.9 1.2
C 1.2 -0.1 -0.4
C -0.5 0.2 0.2
H 0.0 0.3 0.2
H -0.3 -0.4 0.0
H 0.6 -0.5 0.3
H 0.2 0.0 0.2
H 0.2 -0.3 -0.2
C 0.7 -1.4 -0.7
C -0.1 0.2 0.1
H -0.6 0.0 -0.2
H 0.2 -0.2 0.6
H 0.7 0.0 -0.2
H 0.0 0.3 -0.5
H 0.3 -0.8 0.2
C 1.2 -0.2 0.3
C -0.1 0.5 -0.2
H -0.4 0.1 0.0
H 0.4 0.1 -0.5
H 0.4 -0.5 -0.5
H -0.1 -0.4 0.3
H 0.7 0.0 -0.2
Br -0.6 1.0 3.2
P -0.1 -0.7 -0.5
C -0.6 1.1 0.4
C 0.3 -0.2 -0.4
H -0.1 -0.2 -0.2
H 0.2 0.3 0.1
H 0.2 -0.1 0.2
H -0.1 -0.1 0.2
H 0.2 0.2 0.3
C 0.3 0.1 -0.3
C 0.5 -0.5 -0.4
H 0.3 0.1 0.0
H 0.0 0.1 0.3
H -0.3 0.2 0.2
H -0.2 0.1 0.2
H -0.2 0.1 0.1
C 0.5 -0.5 0.7
C -0.1 0.0 -0.5
H 0.3 -0.1 0.0
H -0.4 0.0 0.0
H 0.2 0.3 0.0
H 0.4 0.1 0.1
H 0.0 0.1 0.3
N 0.2 0.2 1.3
N -2.1 -2.7 -3.7
N -1.6 -0.8 0.9
C 1.5 0.0 0.5
N 2.1 2.2 1.4
N 1.6 1.8 -1.1
H 0.5 0.4 -0.1
H -0.6 -0.1 0.3
H -0.2 0.1 0.4

HOMO level (alpha / beta): -19.74 / -19.79 eV
ΔE to the lowest compared entry with this formula, charge and spin: 297.3 kJ/mol
Multiplicity: 4
Total charge: +4
Frontier orbital gap (alpha / beta): 5.6269 / 5.3661 eV
Lowest unoccupied orbital energy (alpha / beta): -14.110 / -14.424 eV

***

Computed, not measured: 6 unconnected molecules or ions with the total composition C33H63ClN3O16P3 at a distorted geometry, with ωB97M-V/def2-TZVPD.

Positions of all 119 atoms, in Å:
H -2.18268 6.90667 -1.01033
N -1.49953 6.39398 -1.56234
C -1.53913 5.16319 -1.30164
C -0.63336 4.22101 -2.02512
C -0.44743 2.89238 -1.33204
C 0.77141 2.70193 -0.62785
N 1.68781 3.80767 -0.60005
C 1.59328 4.67664 0.58375
C 2.94565 3.47550 -1.08717
C 4.10079 4.26802 -0.60575
O 3.04211 2.59811 -1.89923
C 1.03009 1.45946 -0.02281
C 0.09905 0.40281 -0.07564
C -1.16972 0.58038 -0.69131
C -2.22727 -0.50265 -0.64088
C -3.14597 -0.46107 0.60791
C -2.71768 0.47539 1.71668
Cl -3.38902 -2.08381 1.27927
C -1.42143 1.82800 -1.35050
P -2.98122 2.05676 -2.27310
O -3.23136 3.40875 -2.77675
O -2.97015 0.96884 -3.42176
O -4.15529 1.58450 -1.30578
C 0.51654 -0.86265 0.57512
O -0.23451 -1.55756 1.17788
C 1.97731 -1.20677 0.50930
P 2.43966 -2.97464 0.45163
N 1.31096 -3.92385 0.00167
O 3.03107 -3.28784 1.88645
O 3.77214 -3.07628 -0.40705
C 2.84642 -0.17957 0.52872
P 4.64396 -0.32046 0.31870
O 5.00622 -0.52868 -1.08028
O 5.10901 -1.51938 1.24367
O 5.29186 0.99918 0.88921
C 2.30318 1.19048 0.67586
O 2.87042 1.99183 1.36425
H -2.21525 4.75618 -0.55128
H 0.31763 4.71720 -2.14196
H -1.03982 4.05632 -3.01324
H 1.81280 5.69775 0.28639
H 2.27366 4.39915 1.37517
H 0.56997 4.67593 0.93495
H 3.86999 5.32007 -0.68404
H 4.98492 3.99613 -1.15771
H 4.21004 4.07742 0.45706
H -1.76593 -1.47934 -0.69370
H -2.87566 -0.43500 -1.50038
H -4.13608 -0.17236 0.29299
H -1.75096 0.18093 2.10931
H -2.67861 1.50175 1.36243
H -3.42853 0.40461 2.53173
H -2.30089 0.28673 -3.29514
H -4.41956 2.36374 -0.79730
H 0.43871 -3.47066 -0.22659
H 3.92273 -3.66882 1.84949
H 3.62917 -2.70885 -1.29029
H 4.96470 -1.35973 2.18573
H 4.97308 1.25921 1.76386
C -7.28694 -0.81988 5.11388
C -6.20608 -0.17692 4.25788
C -6.74728 0.23826 2.89644
O -5.09995 -1.05969 4.09824
H -7.66355 -1.72394 4.62801
H -6.88280 -1.10875 6.08386
H -8.12594 -0.14122 5.27364
H -5.80737 0.69811 4.77398
H -7.10591 -0.63702 2.34862
H -5.96100 0.69977 2.29725
H -7.57214 0.94579 2.99362
H -5.40705 -1.84656 3.63455
C -0.30689 -6.79963 -0.44099
C -1.19250 -7.67002 -1.31506
C -0.42845 -8.85875 -1.87912
O -1.74945 -6.89772 -2.38123
H 0.52127 -6.38744 -1.02090
H -0.86655 -5.95594 -0.03920
H 0.10874 -7.36587 0.39349
H -2.04475 -8.03079 -0.73692
H 0.40194 -8.51193 -2.50031
H -1.07792 -9.47136 -2.50512
H -0.02246 -9.48288 -1.08220
H -1.01317 -6.56723 -2.90717
C -5.74649 -4.20412 -2.50263
C -6.33678 -3.24056 -1.48982
C -7.75086 -2.82546 -1.86915
O -5.50543 -2.08794 -1.35118
H -5.69169 -3.72807 -3.48689
H -4.73712 -4.49660 -2.22125
H -6.35254 -5.10634 -2.59360
H -6.34677 -3.70730 -0.50381
H -7.74728 -2.31320 -2.83530
H -8.16044 -2.13572 -1.13051
H -8.41137 -3.69024 -1.94222
H -5.47651 -1.64741 -2.20792
C 3.77235 9.34287 -2.97213
C 3.27908 8.80669 -1.63791
C 3.25707 9.89366 -0.57452
O 4.09271 7.71026 -1.21182
H 4.79479 9.71828 -2.87402
H 3.77979 8.55249 -3.72217
H 3.14091 10.15642 -3.32994
H 2.27692 8.39365 -1.75901
H 4.26547 10.28405 -0.41178
H 2.89948 9.49400 0.37454
H 2.61196 10.72206 -0.86823
H 4.99183 8.03642 -1.09726
C 7.73157 -3.17165 2.79381
C 7.27236 -4.56702 2.41167
C 8.14426 -5.17025 1.32273
O 5.90834 -4.50471 1.96698
H 7.65025 -2.53007 1.91222
H 7.08898 -2.75717 3.57216
H 8.76317 -3.14811 3.14538
H 7.28346 -5.21853 3.28575
H 8.10758 -4.55096 0.42254
H 7.78749 -6.16468 1.05633
H 9.18322 -5.24694 1.64474
H 5.91711 -3.93085 1.18881

Forces on the atoms, in the same order (eV/Å):
H 0.0 0.0 0.0
N 0.1 0.3 0.0
C -0.1 0.2 0.1
C -0.1 -0.5 0.0
C 0.0 -1.0 0.4
C -1.2 -0.1 -0.3
N 0.3 -0.9 1.3
C -0.2 0.5 -0.7
C -0.2 0.7 -0.1
C -0.3 0.3 0.4
O 0.3 -1.2 -0.8
C -0.8 0.3 -0.7
C -0.4 1.1 -0.6
C 0.5 0.8 0.0
C 0.2 0.0 0.2
C -0.1 0.4 0.1
C 0.1 -0.2 0.1
Cl 0.1 -0.6 0.1
C 1.0 0.1 0.4
P 0.3 0.7 -0.2
O 0.1 0.0 0.1
O 0.0 -0.3 0.0
O 0.0 -0.1 0.2
C 0.8 0.7 -0.4
O -1.2 -1.1 0.8
C 0.7 0.4 -0.1
P -1.1 -1.1 0.1
N 0.3 0.8 -0.2
O 0.2 0.0 0.0
O 0.0 0.2 -0.2
C 0.0 -0.6 0.0
P 0.3 0.0 -1.2
O -0.1 -0.1 0.1
O 0.3 0.2 0.7
O 0.2 -0.1 0.4
C -0.4 -0.5 -0.5
O 0.4 0.9 0.8
H -0.1 -0.2 0.1
H 0.3 0.0 0.0
H -0.2 0.0 -0.2
H 0.1 0.2 -0.1
H 0.0 -0.3 0.3
H -0.2 -0.1 0.2
H 0.2 0.5 -0.2
H 0.2 0.0 -0.1
H 0.3 -0.2 0.2
H 0.2 -0.2 0.1
H -0.2 -0.1 -0.2
H -0.2 0.0 -0.2
H 0.2 0.1 0.1
H 0.1 0.2 -0.1
H -0.2 0.0 0.1
H 0.0 -0.1 -0.2
H -0.3 -0.1 0.0
H -0.2 -0.2 0.1
H 0.1 -0.1 0.3
H 0.3 -0.1 -0.2
H 0.1 -0.2 0.1
H -0.1 0.3 -0.1
C 0.1 0.0 0.1
C -0.2 -0.2 -0.2
C 0.1 0.1 0.0
O 0.1 0.2 0.2
H 0.0 0.0 0.0
H 0.0 0.0 0.0
H 0.0 0.0 0.0
H 0.1 0.0 0.0
H 0.0 0.0 0.0
H 0.0 0.0 0.0
H 0.0 0.0 0.0
H 0.1 0.0 -0.1
C -0.1 0.0 0.0
C 0.4 0.0 -0.1
C -0.1 -0.1 0.0
O -0.2 0.0 0.0
H 0.1 0.0 0.0
H 0.0 0.0 0.0
H 0.0 0.0 0.0
H -0.1 0.1 -0.1
H 0.0 0.0 0.1
H 0.0 0.0 0.0
H 0.0 0.0 0.0
H 0.0 0.0 0.0
C 0.1 0.0 0.0
C -0.1 0.0 -0.2
C 0.0 0.1 0.1
O 0.1 0.1 0.1
H -0.1 0.0 0.0
H 0.1 0.0 0.1
H 0.0 0.0 0.0
H 0.1 0.0 0.0
H 0.0 -0.1 0.0
H 0.0 0.0 0.0
H 0.0 0.0 0.0
H 0.0 0.0 0.0
C 0.0 -0.1 -0.1
C 0.2 0.3 0.0
C 0.0 -0.1 0.1
O -0.2 -0.1 0.0
H 0.0 0.1 0.0
H 0.0 0.0 0.0
H 0.0 0.0 0.0
H 0.0 -0.1 0.0
H 0.0 0.0 -0.1
H 0.0 0.0 0.0
H 0.0 0.0 0.0
H 0.0 0.0 0.0
C -0.1 0.1 0.0
C 0.1 0.1 -0.1
C -0.1 -0.1 0.0
O -0.1 0.1 0.0
H 0.1 0.1 0.0
H 0.0 0.0 0.0
H 0.0 -0.1 0.0
H -0.2 0.0 0.0
H 0.0 0.0 0.0
H 0.0 0.0 0.0
H 0.0 0.0 0.0
H 0.0 0.0 -0.1

SMILES string: [H]/N=C/Cc1c(N(C)C(C)=O)c2c(c(C[C@H](C)Cl)c1P(=O)(O)O)C(=O)C(P(=N)(O)O)=C(P(=O)(O)O)C2=O.CC(C)O.CC(C)O.CC(C)O.CC(C)O.CC(C)O
HOMO level: -9.32 eV
Frontier orbital gap: 7.5514 eV
Lowest unoccupied orbital energy: -1.772 eV

***

Computed, not measured: 2 unconnected molecules or ions with the total composition CH5N4 at a distorted geometry, with ωB97M-V/def2-TZVPD.

Positions of all 10 atoms, in Å:
C -1.50257 0.44729 0.74564
N -0.94046 1.27346 0.07683
N 1.43703 0.34589 -1.28313
N -1.82881 -0.50037 1.40963
N 1.51070 -0.55816 -0.44589
H 1.50881 -0.13934 -2.27046
H -1.49394 1.98123 -0.39023
H -1.95608 -0.95549 2.31265
H 1.91290 -1.49980 -0.74726
H 1.35241 -0.39472 0.59222

Forces on the atoms, in the same order (eV/Å):
C -0.7 -2.6 3.0
N 0.5 1.7 -1.7
N -0.8 -1.7 -0.9
N 0.1 -0.3 -0.6
N 1.3 -0.8 -0.3
H 0.4 1.3 1.8
H 0.2 0.1 0.0
H 0.0 1.0 -0.7
H -1.2 0.9 0.8
H 0.2 0.3 -1.4

HOMO level: -13.65 eV
ΔE to the lowest compared entry with this formula, charge and spin: 177.0 kJ/mol
Total charge: +1
Frontier orbital gap: 6.6871 eV
Lowest unoccupied orbital energy: -6.967 eV